--- 1 ---
ORCA calculation (ωB97M-V with the def2-TZVPD basis set) on a structure of composition C6H15NO.

Each line ends with the Mulliken charge.
Atoms and positions in Å:
C: -0.521 0.256 -0.868  1.33
H: 2.702 -0.161 0.065  0.36
H: 0.266 -1.146 2.815  0.42
H: 1.884 0.918 1.215  0.27
H: -1.089 -1.366 1.727  0.33
C: 0.806 -0.906 0.765  0.56
H: -2.561 0.501 -1.301  0.39
H: -0.466 0.269 2.077  0.23
H: 0.083 0.261 -3.321  0.23
H: 2.649 -0.558 1.784  0.42
O: -0.717 -0.042 -2.874  -0.79
H: -0.140 -1.588 -1.333  0.29
C: 2.078 -0.122 0.956  -1.41
H: 1.033 1.736 -0.929  0.41
C: -0.192 -0.771 1.891  -1.24
H: -2.215 -1.037 -0.517  0.36
C: -1.969 0.024 -0.522  -1.54
H: -2.239 0.482 0.429  0.35
N: 0.360 -0.728 -1.121  -0.46
H: -0.607 2.322 -1.261  0.39
H: -0.149 1.963 0.395  0.27
C: -0.012 1.650 -0.642  -1.49
H: 1.016 -1.956 0.569  0.31

The HOMO-LUMO gap (alpha / beta) comes out at 8.426 / 8.425 eV. The HOMO energy (alpha / beta) comes out at -7.68 / -7.68 eV.

--- 2 ---
ORCA calculation (ωB97M-V with the def2-TZVPD basis set) on an isolated molecule of C6H15NO.

Each line ends with the Mulliken charge.
Atoms and positions in Å:
C: 2.586 0.201 -0.247  -0.58
O: 3.042 -1.005 -0.918  -0.50
H: -1.426 2.323 -0.345  0.37
C: -1.502 1.587 0.437  -1.70
H: 1.126 0.883 1.034  0.14
H: 0.124 -1.081 -1.029  0.21
H: -1.447 -0.486 0.997  0.10
C: -1.390 0.095 0.069  1.09
H: -3.062 0.498 -1.186  0.32
H: 1.281 -2.073 1.016  0.24
C: 1.222 -0.032 0.423  0.16
H: -2.132 -0.991 -1.708  0.36
H: 0.166 0.676 -1.292  0.31
C: -2.478 -0.371 -0.881  -1.36
H: 2.489 0.885 -1.092  0.34
H: -2.445 1.643 1.000  0.42
C: 0.040 -0.105 -0.534  -0.92
H: 3.324 0.508 0.494  0.29
H: 2.769 -1.716 -0.345  0.33
N: 1.245 -1.131 1.379  -0.64
H: -0.760 1.835 1.198  0.43
H: 0.444 -1.067 1.994  0.27
H: -3.215 -1.075 -0.464  0.32

The HOMO-LUMO gap comes out at 10.384 eV. The HOMO energy comes out at -9.44 eV. Its SMILES is CC(C)C[C@@H](N)CO.

--- 3 ---
ORCA calculation (ωB97M-V with the def2-TZVPD basis set) on a cluster of 2 separate species, C6H15NO in total.

Each line ends with the Mulliken charge.
Atoms and positions in Å:
H: -1.974 0.513 -1.175  0.39
H: -0.444 -1.347 1.498  0.24
C: 0.181 0.131 -0.773  1.31
H: 0.513 3.260 -1.585  0.38
C: 0.700 1.358 -0.654  -0.32
C: 0.630 -1.550 1.136  -0.22
H: -0.873 2.129 -1.755  0.36
C: -0.077 2.505 -1.158  -1.35
C: 0.879 -1.054 -0.335  -1.20
H: -0.890 0.499 -2.540  0.44
H: 1.575 1.660 -0.139  0.48
H: 1.449 -1.108 1.830  0.29
N: 0.937 -3.060 1.155  -0.70
H: -0.610 2.976 -0.330  0.27
H: 0.154 -3.443 0.705  0.24
H: -1.584 -0.916 -1.840  0.34
H: 2.042 -0.806 -0.381  0.16
O: -1.109 0.754 2.128  -0.60
H: -1.897 1.302 2.512  0.29
H: 0.911 -3.307 2.186  0.26
C: -1.074 0.054 -1.585  -1.94
H: -0.314 1.290 2.164  0.31
H: 0.875 -1.841 -1.064  0.57

The HOMO-LUMO gap comes out at 9.191 eV. The HOMO energy comes out at -8.55 eV. Its SMILES is C/C=C(\C)CCN.O.

Most stable structure, least stable structure: 2, 1.

--- 1 ---
ORCA calculation (ωB97M-V with the def2-TZVPD basis set) on a cluster of 2 separate species, C6H15NO in total.

Each line ends with the Mulliken charge.
Atoms and positions in Å:
H: -2.375 2.802 0.812  0.27
H: 0.548 -4.135 0.428  0.34
C: -1.649 2.106 0.467  -0.21
H: 1.709 -0.376 1.393  0.14
H: -0.833 2.865 -1.452  0.27
C: 1.008 -2.240 -0.538  -0.24
H: 2.877 0.312 0.635  0.20
H: -2.913 0.313 0.134  0.38
N: 2.205 -0.376 0.613  -0.32
H: 0.010 -1.791 -0.682  0.15
H: 0.424 2.414 -0.165  0.16
H: -1.318 1.695 1.441  0.33
C: 0.898 -3.098 0.628  -1.09
C: -0.587 2.903 -0.323  -0.88
H: -3.338 1.550 -0.743  0.35
C: 1.994 -1.030 -0.578  0.53
H: -1.852 0.596 -1.215  0.29
H: -0.538 4.025 -0.049  0.29
H: 0.301 -2.711 1.464  0.28
O: 2.750 -0.913 -1.507  -0.61
C: -2.405 1.081 -0.390  -1.25
H: 1.914 -3.250 1.099  0.28
H: 1.169 -2.743 -1.472  0.34

The HOMO-LUMO gap comes out at 10.498 eV. The HOMO energy comes out at -9.74 eV. Its SMILES is CCC(N)=O.CCC.

--- 2 ---
ORCA calculation (ωB97M-V with the def2-TZVPD basis set) on a cluster of 2 separate species, C6H15NO in total.

Each line ends with the Mulliken charge.
Atoms and positions in Å:
N: 0.835 0.407 1.014  -0.23
H: -0.616 0.140 -1.276  -0.15
H: 0.857 -1.222 -0.227  0.28
H: -0.091 2.622 -1.482  0.42
H: 0.968 2.516 1.177  0.50
H: -0.988 0.611 1.986  0.45
C: 0.470 1.817 0.611  -0.95
C: -0.445 -0.214 1.429  -0.21
C: 0.457 0.432 -1.423  -0.26
C: 0.560 1.903 -0.952  -0.68
H: -2.328 -1.113 -2.333  0.33
C: -0.156 -1.580 2.106  -1.26
H: -1.899 -2.456 -2.634  0.28
H: -1.111 -0.390 0.612  0.17
C: 1.254 -0.203 -0.271  -0.64
H: 0.947 0.247 -2.386  0.45
H: -0.991 -2.247 1.870  0.31
H: -0.015 -1.354 3.215  0.31
O: -1.690 -1.833 -1.954  -0.60
H: 1.421 2.273 -1.393  0.35
H: 2.322 -0.334 -0.352  0.38
H: 0.712 -2.077 1.797  0.38
H: -0.471 2.055 0.865  0.37

The HOMO-LUMO gap comes out at 9.136 eV. The HOMO energy comes out at -8.57 eV. Its SMILES is CCN1CCCC1.O.

Most stable structure, least stable structure: 1, 2.

--- 1 ---
ORCA calculation (ωB97M-V with the def2-TZVPD basis set) on a cluster of 2 separate species, C6H15NO in total.

Each line ends with the Mulliken charge.
Atoms and positions in Å:
H: -0.450 1.794 -1.657  0.27
H: -2.073 1.420 -2.354  0.33
H: -0.938 -2.278 -0.134  0.25
H: 1.867 0.515 2.863  0.34
H: -2.227 1.135 -0.132  0.44
H: -0.378 1.695 1.424  0.40
H: 0.981 1.453 0.617  0.38
H: -2.366 -0.354 -0.692  0.37
H: 0.122 0.766 3.296  0.27
H: -0.117 -0.721 -2.436  0.25
C: -0.471 -0.180 0.319  0.83
C: -1.527 0.406 -0.531  -1.11
H: 3.086 -1.755 0.301  0.31
C: -0.252 -1.512 0.294  -1.17
H: 2.275 -0.622 -0.249  0.31
H: -1.262 -0.274 -3.467  0.28
H: 0.925 -0.737 2.545  0.19
C: 0.824 0.393 2.548  -1.01
O: 3.075 -0.793 0.258  -0.63
H: 0.308 -2.222 0.871  0.32
C: 0.260 0.795 1.145  -0.45
N: -0.509 0.094 -2.895  -0.60
C: -1.152 0.983 -1.935  -0.57

The HOMO-LUMO gap comes out at 10.079 eV. The HOMO energy comes out at -9.25 eV. Its SMILES is C=C(CC)CCN.O.

--- 2 ---
ORCA calculation (ωB97M-V with the def2-TZVPD basis set) on an isolated molecule of C6H15NO.

Each line ends with the Mulliken charge.
Atoms and positions in Å:
C: -0.090 1.394 -1.859  -0.56
C: 2.077 -0.688 1.461  -1.47
H: -1.303 -1.475 -0.123  0.39
H: -0.672 -0.501 -2.601  0.33
H: 0.238 -2.021 3.369  0.31
H: -0.065 -0.293 3.662  0.41
H: 0.786 1.811 -2.386  0.36
H: 0.404 0.909 0.465  0.19
C: -0.940 -0.485 -0.514  -0.57
H: -1.763 2.426 -2.210  0.32
H: 0.859 -0.473 -1.735  0.37
N: -0.179 0.079 0.714  -0.32
H: -1.198 -1.096 2.781  0.35
C: -0.111 -1.015 2.917  -1.43
H: 0.202 -2.045 0.950  0.26
O: -1.187 1.722 -2.633  -0.54
C: 0.500 -0.962 1.524  0.44
H: 2.120 0.003 2.378  0.31
C: -0.122 -0.210 -1.749  -0.66
H: -0.007 1.898 -0.958  0.40
H: 2.419 -0.331 0.587  0.44
H: 2.637 -1.522 1.854  0.37
H: -1.798 0.179 -0.654  0.30

The HOMO-LUMO gap comes out at 9.231 eV. The HOMO energy comes out at -8.33 eV. Its SMILES is CC(C)NCCCO.

--- 3 ---
ORCA calculation (ωB97M-V with the def2-TZVPD basis set) on a structure of composition C6H15NO.

Each line ends with the Mulliken charge.
Atoms and positions in Å:
H: -1.770 0.554 1.886  0.21
H: 2.201 -0.896 0.940  0.23
H: -0.333 -2.594 0.616  0.44
O: -1.763 -0.729 -1.186  -0.63
H: -0.846 1.611 -1.743  0.27
H: -0.235 -1.343 1.652  0.31
H: 1.976 -2.595 1.356  0.37
H: 1.689 1.627 -0.100  0.39
N: -1.435 0.919 1.004  -0.48
C: 0.157 -1.623 0.675  -0.66
H: 0.543 0.708 1.827  0.46
C: 1.660 -1.804 0.671  -0.96
C: -0.004 0.897 0.912  -0.46
H: -1.838 1.832 0.810  0.22
C: 0.614 1.519 -0.140  -0.26
H: -1.816 -0.066 -0.424  0.54
C: -0.521 -1.246 -1.202  -0.45
H: 2.030 -2.087 -0.319  0.26
H: 0.604 2.584 -2.007  0.33
H: -0.461 -2.106 -1.869  0.42
H: 0.293 -0.521 -1.238  0.24
C: -0.103 2.239 -1.247  -1.14
H: -0.642 3.121 -0.876  0.34

The HOMO-LUMO gap comes out at 8.811 eV. The HOMO energy comes out at -7.94 eV.

--- 4 ---
ORCA calculation (ωB97M-V with the def2-TZVPD basis set) on a cluster of 2 separate species, C6H15NO in total.

Each line ends with the Mulliken charge.
Atoms and positions in Å:
C: -2.178 1.022 -0.184  -0.87
H: 2.369 1.863 1.528  0.33
H: 1.602 -0.845 0.948  0.47
H: -2.961 0.448 0.332  0.32
H: 0.371 -0.068 1.808  0.38
H: -2.120 -1.715 -0.654  0.32
H: -2.192 -1.043 0.937  0.32
C: 0.285 0.268 -0.317  0.49
H: 3.216 2.230 0.304  0.31
H: 2.163 -0.127 -1.440  0.42
H: 0.354 1.365 -0.097  0.37
N: -1.142 0.078 -0.515  -0.07
H: -2.571 1.189 -1.208  0.32
H: 0.295 -2.586 -0.191  0.26
C: -1.472 -1.247 0.128  -0.88
H: -0.381 -2.446 1.589  0.33
H: 0.854 0.777 -2.260  0.34
H: -1.852 1.989 0.287  0.28
C: -0.258 -1.912 0.611  -0.43
C: 1.138 -0.058 -1.571  -1.60
O: 3.070 2.399 1.178  -0.63
C: 0.577 -0.567 0.884  -1.08
H: 0.837 -1.019 -2.094  0.29

The HOMO-LUMO gap comes out at 8.937 eV. The HOMO energy comes out at -8.06 eV. Its SMILES is C[C@@H]1CCCN1C.O.

Most stable structure, least stable structure: 4, 3.

--- 1 ---
ORCA calculation (ωB97M-V with the def2-TZVPD basis set) on a cluster of 2 separate species, C6H15NO in total.

Each line ends with the Mulliken charge.
Atoms and positions in Å:
H: 3.488 2.693 4.760  0.32
H: 1.726 -2.162 -0.880  0.34
H: 1.530 -1.858 0.813  0.42
H: 0.036 0.079 0.358  0.34
H: -2.026 0.273 -1.856  0.19
H: 0.157 -0.884 -2.506  0.24
C: -2.195 -1.495 0.348  -0.84
O: 2.728 2.154 4.971  -0.64
H: -2.222 -0.746 1.143  0.29
H: 1.934 2.570 4.581  0.32
C: 0.141 -0.701 -0.412  0.12
C: -1.014 2.105 -2.395  -0.80
H: -0.733 -2.553 -0.623  0.25
C: 1.516 -1.371 -0.166  -1.53
H: 0.978 0.572 -1.868  0.27
H: -2.653 -2.376 0.798  0.33
H: 0.017 2.463 -2.431  0.23
H: -2.793 -1.077 -0.460  0.26
H: 2.245 -0.570 -0.027  0.41
H: -1.729 2.910 -2.304  0.31
C: 0.073 -0.044 -1.814  -0.52
C: -1.128 0.829 -2.043  -0.01
N: -0.811 -1.761 -0.013  -0.29

The HOMO-LUMO gap comes out at 9.276 eV. The HOMO energy comes out at -8.45 eV. Its SMILES is C=CC[C@H](C)NC.O.

--- 2 ---
ORCA calculation (ωB97M-V with the def2-TZVPD basis set) on a cluster of 2 separate species, C6H15NO in total.

Each line ends with the Mulliken charge.
Atoms and positions in Å:
C: 1.048 3.162 -1.146  -1.38
H: -0.129 -2.445 1.782  0.22
H: 2.867 -0.456 0.965  0.33
N: -0.692 -1.619 1.814  -0.60
C: 2.127 -1.243 0.773  -1.46
H: -0.467 1.925 -0.426  0.16
O: -5.674 -3.016 -0.786  -0.63
C: 0.632 1.917 -0.413  -0.07
H: 0.978 2.016 0.629  0.30
H: 2.238 0.665 -0.857  0.32
H: -1.222 -0.058 0.638  0.25
C: 0.876 -0.527 0.304  0.35
H: -5.112 -2.254 -0.911  0.31
C: -0.314 -0.605 0.858  0.03
C: 1.147 0.520 -0.783  -0.77
H: 2.118 3.262 -1.350  0.36
H: 2.610 -1.861 0.021  0.28
H: 0.587 3.215 -2.144  0.32
H: 0.836 0.252 -1.793  0.33
H: 0.689 4.051 -0.626  0.34
H: -5.370 -3.356 0.068  0.32
H: 1.878 -1.691 1.734  0.45
H: -1.652 -1.854 1.649  0.24

The HOMO-LUMO gap comes out at 8.529 eV. The HOMO energy comes out at -8.12 eV. Its SMILES is CCC/C(C)=C/N.O.

--- 3 ---
ORCA calculation (ωB97M-V with the def2-TZVPD basis set) on a cluster of 2 separate species, C6H15NO in total.

Each line ends with the Mulliken charge.
Atoms and positions in Å:
H: -0.753 0.439 0.450  0.44
C: 0.867 1.076 2.700  -0.24
H: 1.566 2.197 4.335  0.25
C: 0.662 -0.885 -0.724  -0.79
H: 0.439 1.260 -0.252  0.39
H: 1.353 -1.593 -0.211  0.34
H: -0.543 -1.886 -2.168  0.31
C: 0.992 0.071 1.552  -0.38
H: -0.002 -3.911 -0.904  0.27
O: -3.782 3.153 -5.363  -0.65
N: -0.542 -3.215 -0.415  -0.63
H: -3.767 2.570 -4.629  0.32
H: -0.023 1.599 2.566  0.32
C: 0.271 0.303 0.251  -0.66
H: 2.489 0.827 4.155  0.32
C: -0.596 -1.822 -1.125  -0.63
H: 0.777 -0.804 2.141  0.30
H: -3.075 3.871 -5.462  0.33
H: 2.113 0.137 1.349  0.26
H: 0.049 -2.976 0.368  0.23
C: 1.691 1.331 3.731  -0.95
H: 1.257 -0.414 -1.473  0.46
H: -1.444 -1.328 -0.872  0.40

The HOMO-LUMO gap comes out at 10.080 eV. The HOMO energy comes out at -9.39 eV. Its SMILES is C=CCCCCN.O.

Most stable structure, least stable structure: 2, 3.